1.
The following is a quantum chemistry calculation of the molecule C3H8S2 at a distorted geometry, from OMol25.

## Properties
- Energy relative to the best compared isomer or geometry (same formula, charge and spin): 11.0 kcal per mole
- SMILES: CCSSC
- E_LUMO: 0.83 eV

```
13
C3H8S2, DFT ωB97M-V/def2-TZVPD
C 2.24685 0.52620 -0.14257
C 0.79283 0.41189 0.17615
S -0.16548 0.48026 -1.31845
S -1.91296 0.77785 -0.32775
C -2.41171 -0.89578 0.15941
H 2.45589 1.52095 -0.62445
H 2.56490 -0.26636 -0.89270
H 2.87850 0.40708 0.70039
H 0.61390 -0.60680 0.58697
H 0.57233 1.10805 1.00856
H -1.86882 -1.21386 1.11193
H -3.50331 -0.75820 0.29407
H -2.26293 -1.49129 -0.73155
```



2.
The following is a quantum chemistry calculation of a cluster of 2 separate species, C6H10N2 in total at a distorted geometry, from OMol25.

## Properties
- Energy relative to the best compared isomer or geometry (same formula, charge and spin): 184.9 kcal per mole
- E_LUMO (spin up / spin down): 0.53 / -0.39 eV

```
18
C6H10N2, DFT ωB97M-V/def2-TZVPD
C -0.77278 -1.08884 -0.23071
C -2.98051 -0.05256 -1.12519
C 0.48643 -1.14337 -0.41183
C -1.66323 -1.30096 0.98569
C 2.32101 1.19597 0.14586
C 2.60028 -0.11419 -0.68937
N 1.61946 -1.15994 -0.87803
N -3.05704 0.96566 -0.37346
H -2.04405 -0.42405 1.38567
H -1.01836 -1.92415 1.62967
H -2.49173 -1.79216 0.60044
H 1.49449 1.16979 0.73452
H 3.12276 1.53727 0.74536
H 2.11859 2.02252 -0.61042
H 3.47682 -0.69987 -0.05593
H 3.08632 0.02139 -1.74104
H -2.39007 1.33968 0.25642
H -3.90841 1.44782 -0.36766
```



3.
The following is a quantum chemistry calculation of a structure of composition C20H22ClLaNO2P at a distorted geometry, from OMol25.

## Properties
- Energy relative to the best compared isomer or geometry (same formula, charge and spin): 0.0 kcal per mole
- Net charge: +2
- E_LUMO: -7.42 eV

```
48
C20H22ClLaNO2P, DFT ωB97M-V/def2-TZVPD
La 0.17615 -0.38404 0.26912
Cl -0.44869 -2.82654 0.75818
P 0.81258 1.17451 -2.34325
C 2.53853 1.65733 -2.60221
C 2.89991 2.61247 -3.56842
C 4.22594 3.07543 -3.61206
C 5.21895 2.48844 -2.81811
C 4.86705 1.46972 -1.91315
C 3.53555 1.07514 -1.77620
C 0.77788 -0.57119 -2.92909
C -0.48294 -1.21165 -2.78056
C -0.53816 -2.60639 -2.78273
C 0.60651 -3.35018 -3.04526
C 1.78095 -2.70162 -3.44059
C 1.89089 -1.30514 -3.39504
C -0.43564 1.94496 -3.44560
C -1.52885 2.60801 -2.83968
C -2.57874 3.08674 -3.62431
C -2.57140 2.92843 -5.01695
C -1.48911 2.27466 -5.61961
C -0.40920 1.81881 -4.84786
H -1.41191 -0.62381 -2.74161
H -1.47556 -3.10732 -2.53458
H 0.55431 -4.44362 -2.98998
H 2.61909 -3.28935 -3.81724
H 2.81412 -0.77739 -3.69235
H 2.14422 2.98208 -4.27305
H 4.47692 3.89062 -4.29302
H 6.26405 2.80571 -2.90987
H 5.63791 0.99108 -1.30646
H 3.27724 0.30322 -1.03095
H -1.53733 2.73992 -1.74846
H -3.43669 3.57188 -3.15931
H -3.39523 3.30826 -5.63035
H -1.48075 2.12239 -6.70099
H 0.45370 1.36613 -5.34847
H 0.17511 1.83655 0.34039
H -0.61833 1.66996 0.06601
N -1.66058 -1.08636 4.17214
C -0.44567 -0.28998 4.61525
C -0.37603 0.71644 3.52658
O -0.77815 1.86172 3.61536
O -0.09006 0.09032 2.36222
H -2.40164 -0.38371 4.00579
H -1.99534 -1.75286 4.86685
H -1.47138 -1.59649 3.28704
H -0.67898 0.15743 5.57407
H 0.44417 -0.91825 4.69125
```



no.,E (eV)
1,-24910.920
2,-9356.418
3,-49338.906